1.
{"formula": "C6H10N2", "method": "ωB97M-V/def2-TZVPD", "e_lumo_ev": 0.99, "homo_ev": -8.405, "charge": 0, "homo_lumo_gap_ev": 9.40, "species": ["C", "C", "C", "C", "C", "C", "H", "H", "H", "H", "H", "H", "H", "H", "H", "H", "N", "N"], "positions_angstrom": [[-0.989, 0.352, 1.331], [-1.083, 0.714, -0.162], [-0.446, -0.987, 0.693], [1.142, -0.571, 0.241], [0.927, -0.409, -1.284], [0.360, 0.837, -0.689], [-0.184, 1.002, 1.644], [-1.999, 0.253, 1.823], [-1.801, 1.485, -0.550], [-2.281, -0.986, -0.086], [-0.473, -1.864, 1.361], [1.629, -1.466, 0.655], [0.450, -1.139, -1.904], [1.867, 0.033, -1.816], [0.679, 1.788, -1.186], [2.277, 0.960, -0.126], [-1.379, -0.788, -0.434], [1.304, 0.784, 0.487]], "forces_ev_per_a": [[0.1, 0.0, -1.0], [-1.4, -1.2, -0.6], [0.7, 1.9, 2.0], [-2.9, -6.7, -0.5], [3.2, 0.8, -0.3], [-0.6, 4.5, -0.8], [-0.6, 0.1, 2.0], [1.4, 0.3, -0.2], [0.6, -0.8, 0.2], [-1.3, -0.2, 0.4], [-0.1, 0.0, -0.9], [1.1, 0.9, 0.2], [-0.6, 0.0, -0.1], [-1.1, -1.4, 0.8], [-1.4, -0.5, -0.2], [-2.7, 0.0, 2.5], [1.2, 0.5, -1.3], [4.2, 1.9, -2.3]]}

---

2.
{"formula": "C3H13N2OOs", "method": "ωB97M-V/def2-TZVPD", "e_lumo_ev": [-2.95, -4.34], "homo_ev": [-9.519, -11.993], "charge": 1, "multiplicity": 5, "homo_lumo_gap_ev": [6.57, 7.65], "species": ["C", "Os", "N", "H", "H", "H", "H", "H", "H", "H", "H", "C", "C", "N", "O", "H", "H", "H", "H", "H"], "positions_angstrom": [[-1.703, -1.157, -2.212], [0.028, -0.658, -0.519], [1.084, 0.308, -1.973], [-0.566, -1.711, 0.455], [-1.704, -0.278, -1.551], [-2.557, -1.752, -1.956], [-0.850, -1.814, -2.078], [-1.622, -0.789, -3.240], [2.063, 0.064, -1.807], [1.041, 1.320, -1.870], [0.924, 0.088, -2.954], [-0.666, 0.426, 2.096], [0.763, 0.649, 1.766], [1.626, 1.155, 2.667], [1.300, 0.363, 0.648], [-0.915, 0.985, 3.001], [-0.864, -0.663, 2.310], [-1.299, 0.759, 1.233], [2.587, 1.314, 2.385], [1.328, 1.390, 3.597]], "forces_ev_per_a": [[-0.2, 0.0, -1.4], [-1.2, -1.7, -0.1], [2.2, 1.1, -2.7], [-1.0, -2.3, 1.4], [-0.4, 0.4, 0.0], [-0.7, -0.1, -0.3], [0.1, -0.5, -0.2], [-0.7, -0.1, 0.1], [0.1, 0.1, -0.1], [-0.1, 0.1, -0.1], [0.0, 0.1, 0.0], [-0.6, -0.2, 0.4], [2.7, 0.7, 0.7], [-1.1, -0.4, -0.4], [0.6, 2.0, 2.1], [-0.2, 0.0, -0.2], [0.3, 1.1, -0.4], [0.4, -0.3, 0.9], [-0.3, -0.1, 0.1], [0.1, 0.1, 0.1]]}

---

3.
{"formula": "CH6S3", "method": "ωB97M-V/def2-TZVPD", "smiles": "CSS.S", "e_lumo_ev": 0.50, "homo_ev": -8.034, "charge": 0, "homo_lumo_gap_ev": 8.54, "species": ["S", "H", "H", "C", "S", "S", "H", "H", "H", "H"], "positions_angstrom": [[0.348, 2.665, -0.800], [0.978, 1.833, -1.621], [-0.812, 2.448, -1.425], [-0.575, -0.648, 1.175], [0.963, -1.651, 1.140], [1.321, -2.145, -0.810], [-0.365, 0.448, 1.248], [-0.991, -1.067, 2.078], [-1.367, -0.589, 0.337], [0.500, -1.294, -1.322]], "forces_ev_per_a": [[-0.1, 0.1, 0.2], [0.2, -0.2, -0.2], [-0.1, 0.1, 0.0], [-0.6, 1.3, -1.0], [-0.6, 0.6, 0.5], [0.9, -1.2, -0.4], [0.3, -1.0, 0.4], [-0.7, 0.4, 0.2], [1.4, -1.2, 1.0], [-0.8, 1.1, -0.7]]}